DFT (wB97M-V/def2-TZVPD) results for the ion C23H44NO3 with charge +1 in a non-equilibrium geometry.

```
! RIJCOSX wB97M-V def2-TZVPD def2/J DEFGRID3
* xyz 1 1
C 10.026 -0.338 -1.557
C 10.047 0.299 -0.172
C 8.793 1.116 0.138
C 7.535 0.260 0.279
C 6.325 1.110 0.660
C 5.067 0.290 0.950
C 4.535 -0.404 -0.299
O 3.338 -1.153 -0.001
C 2.185 -0.544 -0.092
O 1.988 0.596 -0.419
C 1.065 -1.547 0.261
N -0.302 -0.979 0.344
C -1.214 -2.053 0.791
C -0.339 0.112 1.337
C -0.718 -0.496 -1.010
C -1.931 0.436 -1.036
O -3.027 -0.157 -0.389
C -4.207 0.644 -0.405
C -4.930 0.682 -1.767
C -6.346 0.195 -1.425
C -6.252 -1.316 -1.198
C -5.470 -1.411 0.126
C -5.273 0.060 0.546
C -4.952 0.244 2.017
C -6.561 0.735 0.003
C -7.849 0.245 0.665
C -6.587 2.262 0.089
H 9.245 -1.090 -1.635
H 10.978 -0.822 -1.760
H 9.858 0.418 -2.321
H 10.913 0.960 -0.105
H 10.168 -0.479 0.585
H 8.952 1.661 1.071
H 8.640 1.854 -0.653
H 7.703 -0.498 1.048
H 7.344 -0.252 -0.665
H 6.567 1.682 1.557
H 6.115 1.824 -0.139
H 4.290 0.954 1.336
H 5.284 -0.462 1.711
H 4.309 0.330 -1.078
H 5.237 -1.148 -0.672
H 1.327 -2.005 1.218
H 1.087 -2.332 -0.500
H -2.237 -1.682 0.750
H -0.972 -2.352 1.809
H -1.127 -2.919 0.138
H -1.371 0.411 1.507
H 0.084 -0.233 2.279
H 0.238 0.962 0.978
H -0.932 -1.377 -1.617
H 0.115 0.056 -1.448
H -2.159 0.628 -2.095
H -1.694 1.407 -0.576
H -3.917 1.652 -0.075
H -4.934 1.682 -2.197
H -4.448 0.010 -2.478
H -7.093 0.487 -2.160
H -7.241 -1.762 -1.118
H -5.734 -1.813 -2.018
H -6.020 -1.958 0.890
H -4.510 -1.907 -0.007
H -5.775 -0.120 2.627
H -4.789 1.294 2.249
H -4.057 -0.316 2.286
H -8.701 0.531 0.051
H -7.966 0.715 1.639
H -7.879 -0.829 0.803
H -5.761 2.741 -0.424
H -7.510 2.626 -0.358
H -6.574 2.578 1.129
*
```

Energy relative to the best compared isomer or geometry (same formula, charge and spin) = 3.3 kcal/mol
Lowest unoccupied orbital energy = -2.25 eV
HOMO-LUMO gap = 10.40 eV